[1]
19
Properties=species:S:1:pos:R:3 method="wB97M-V/def2-TZVPD" de_lowest_kj_mol=36.0 fmax_ev_per_a=0.3 smiles=C[C@@H]1OCC[C@@H]1C homo_lumo_gap_ha=0.38803
C -0.40198 1.83744 0.81072
H -0.91468 -0.11321 1.61941
H -1.16783 0.34260 -1.37932
C 1.87605 -0.55472 -0.02059
H -0.94302 2.63109 0.27302
H -0.21837 2.18639 1.83305
C 0.82537 0.39575 -0.57930
O 0.85106 1.59864 0.19050
C -0.81343 -1.62690 -0.60515
H -0.35615 -2.12046 0.26005
H 2.02505 -1.41904 -0.67732
C -1.16440 0.51781 0.75705
H -0.36121 -2.04819 -1.51038
H -1.87707 -1.88929 -0.61169
H 1.09934 0.65241 -1.61260
H 2.82669 -0.02001 0.06543
H 1.59968 -0.91406 0.97711
H -2.25023 0.65768 0.74400
C -0.63489 -0.11391 -0.53399



[2]
79
Properties=species:S:1:pos:R:3 method="wB97M-V/def2-TZVPD" spin_multiplicity=4 de_lowest_kj_mol=39.6 s2=3.7592 fmax_ev_per_a=0.4 homo_lumo_gap_ha="0.23874 / 0.23617"
H 5.12872 -1.46364 -0.86097
C 2.83390 -2.01343 -2.66334
H 2.49629 1.88805 -0.22500
C 1.93425 2.46588 -0.94498
H 4.71502 -0.08328 0.16731
S -1.28715 -2.34754 1.19546
C -0.08395 3.14731 -1.74081
H 4.88912 0.14391 -1.58372
H 2.34435 -5.00499 3.09330
H 2.42490 1.63010 3.06429
N -3.20619 -0.42272 1.41716
H -3.42092 -3.04054 -0.35479
H 2.90173 -1.33956 -3.51580
H -1.67107 -4.95945 -4.58852
H -3.52855 1.25737 3.18038
H 3.29617 -5.56585 0.86877
C -2.86790 -3.24489 -4.16662
C 0.55994 3.86632 -2.74025
H -4.46162 3.58857 -2.16224
H -4.12190 2.30533 0.04989
H -0.01828 4.42926 -3.46195
C 4.54841 -0.54239 -0.80689
H 1.13649 -0.76489 4.41425
C 2.98573 -3.59350 0.08688
H 0.03872 -2.05023 -1.93581
N 1.88215 3.89101 -2.84298
O -3.01566 0.38045 -2.06321
C -2.96044 -2.03162 -3.48219
H 3.39368 1.03454 1.70531
H 1.16900 3.57089 1.79167
N 0.60709 2.43133 -0.84493
H -3.70948 -3.55977 -4.77042
H 3.39547 -3.85455 -0.87924
C -1.88492 -1.59523 -2.69399
C -1.72741 -4.01731 -4.05623
H -0.03402 0.48476 3.97349
C -1.68970 2.43057 2.91696
C -2.75409 -1.58219 0.87527
H 0.22105 -4.22592 -3.16658
H 1.47091 -2.76383 3.51193
N -2.42455 3.65525 -2.36427
C 2.40104 -4.25405 2.31529
N -2.05990 2.56557 -0.44075
As 1.16033 -0.24951 1.91380
C -0.65934 -3.60313 -3.26182
H 3.64395 3.21641 -2.00501
C 2.51253 -2.30497 0.31886
C -0.75120 -2.40019 -2.58737
H 3.73037 -2.63006 -2.62740
N -2.29352 0.46918 1.71651
C 0.11814 4.43753 3.44796
O -4.09906 -1.32013 -3.57974
C -1.97450 -0.30628 -1.93798
H 1.95531 -2.64368 -2.79623
C 2.56318 3.19736 -1.93844
H -1.21505 5.03281 5.03158
C 1.91507 -2.97697 2.55267
As 2.62630 -0.91468 -1.05579
C 0.29621 3.52556 2.43237
V -0.64624 1.19242 0.46431
H 3.33276 0.11224 3.21520
H -4.45002 -1.65095 -0.23422
H -2.84554 3.22523 4.54432
N -3.57981 3.37220 -1.72687
C -2.60395 1.35934 2.62167
C -1.53367 3.14346 -1.55326
H -3.95152 -0.53585 -2.98562
N -0.57222 2.54358 2.16420
C 2.93279 -4.56654 1.07413
C -1.94169 3.33367 3.95916
C 2.75363 0.73519 2.53534
O -0.97114 0.01520 -1.23724
C 1.96564 -1.99545 1.56670
H -0.41459 -1.21569 3.62648
C -3.35617 2.70158 -0.59673
N -3.69610 -2.20681 0.13596
H 0.85412 5.20920 3.62186
C -1.03387 4.33311 4.22528
C 0.38243 -0.47949 3.68422



[3]
26
Properties=species:S:1:pos:R:3 method="wB97M-V/def2-TZVPD" spin_multiplicity=2 total_charge=+1 de_lowest_kj_mol=84.5 s2=0.7667 fmax_ev_per_a=2.5 homo_lumo_gap_ha="0.36023 / 0.22238"
H -1.70672 -0.01770 2.34883
C -0.75838 -1.78353 0.16019
H -0.51969 -2.05170 -1.81740
C -1.17005 1.24477 -1.81098
H -1.83421 -1.93341 0.05948
H 1.36703 2.96194 -0.18274
H 2.15997 -2.19186 -1.42079
C 1.41730 -1.95461 -0.65855
H 1.54425 -0.55180 2.37497
C 0.49370 2.30217 -0.17201
C 2.04960 -1.61186 0.59555
H -1.61653 1.54761 -2.78454
H -2.02004 1.35723 -1.12865
H -0.59179 -0.64144 3.42535
H 0.73633 2.24344 -2.30232
H -0.20252 2.47133 0.64831
C -0.08320 2.34588 -1.59241
C 0.04537 -1.88307 -0.92365
H -0.69199 3.26421 -1.67116
C -0.20422 -1.29016 1.39992
C 1.17632 -1.14788 1.55088
C -1.09351 -0.91950 2.50422
H 3.12606 -1.60457 0.56687
H -0.68288 0.25982 -1.99718
H 0.88223 1.32418 0.08458
H -1.82242 -1.73951 2.74321



[4]
9
Properties=species:S:1:pos:R:3 method="wB97M-V/def2-TZVPD" spin_multiplicity=3 de_lowest_kj_mol=96.9 s2=2.0129 fmax_ev_per_a=5.8 homo_lumo_gap_ha="0.23965 / 0.24645"
I -2.72897 -0.19768 0.46483
N -1.33111 1.17464 0.28424
C -0.44574 1.44865 1.07703
H 1.66084 -2.13958 -0.91375
H -0.20194 0.83235 2.08113
H 0.32298 -1.58947 -1.68049
H 1.56852 -0.54731 -1.28274
H 0.13564 2.37045 0.96574
N 1.01979 -1.35206 -0.99600